1) Computed, not measured: one molecule with the formula C3H2N2O2, with wB97M-V/def2-TZVPD.

Last column: Löwdin charge in e.
Atoms and positions in Å:
1 O 0.11 -1.26 -0.02  0.0474
2 O -2.48 -0.41 -0.85  0.1087
3 N 0.61 0.88 0.11  0.1613
4 N 1.48 -1.20 0.06  0.1041
5 C -0.33 -0.01 0.01  -0.3399
6 C -1.79 0.26 -0.13  -0.1545
7 C 1.72 0.08 0.12  -0.1803
8 H -2.14 1.13 0.46  0.1330
9 H 2.73 0.46 0.17  0.1201

Properties
Gap between HOMO and LUMO   10.598 eV
LUMO energy   -0.6 eV

=====

2) Computed, not measured: a 2-piece molecular cluster, C3H2N2O2 overall, with wB97M-V/def2-TZVPD.

Last column: Löwdin charge in e.
Atoms and positions in Å:
1 O -1.93 -1.13 0.09  -0.0270
2 O 1.69 -1.09 2.53  0.1821
3 N 1.27 -0.25 0.39  0.0995
4 N 0.03 1.09 -0.96  0.0247
5 C 1.50 -0.61 1.50  -0.3175
6 C 0.44 -0.16 -0.65  -0.2224
7 C -2.78 -0.86 -0.61  0.0055
8 H 0.52 1.99 -0.60  0.1427
9 H -0.74 1.03 -1.70  0.1123

Properties
Gap between HOMO and LUMO   9.008 eV
LUMO energy   0.7 eV

=====

The structure shown above that is most stable: 1).